No. 1
Molecular formula: C5H11N
Method: DFT, ωB97M-V/def2-TZVPD

The value obtained for the HOMO-LUMO gap is 8.350 eV. Its total energy is -251.7204 a.u. Its spin multiplicity is 1. The value obtained for the energy above the lowest of the compared OMol25 structures with the same formula, charge and spin is 89.2 kcal/mol. The value obtained for the HOMO energy is -0.269 Eh.

Last column: Löwdin charge in e.
Geometry (Å):
C -2.368 0.727 1.376  -0.06
C -0.645 -0.852 -1.440  0.03
N 0.101 -0.680 -0.398  -0.19
C 0.663 -1.022 0.761  -0.05
C 1.150 0.210 0.094  -0.29
C 2.399 0.315 -0.756  -0.06
H -3.085 0.151 0.781  0.02
H -2.798 0.970 2.354  0.02
H -2.106 1.649 0.843  0.02
H -1.188 -1.784 -1.555  0.07
H -0.752 -0.042 -2.150  0.07
H -1.461 0.131 1.519  -0.02
H 1.125 -1.979 0.975  0.09
H 0.782 1.168 0.482  0.12
H 3.218 0.714 -0.146  0.08
H 2.258 0.992 -1.607  0.07
H 2.705 -0.668 -1.132  0.08

No. 2
Molecular formula: C5H11N
Method: DFT, ωB97M-V/def2-TZVPD

The value obtained for the HOMO-LUMO gap is 9.726 eV. Its total energy is -251.7653 a.u. Its spin multiplicity is 1. The value obtained for the energy above the lowest of the compared OMol25 structures with the same formula, charge and spin is 61.0 kcal/mol. The value obtained for the HOMO energy is -0.318 Eh.

Last column: Löwdin charge in e.
Geometry (Å):
C 1.477 0.416 0.276  -0.09
C -1.449 -0.223 1.165  -0.16
C 0.125 0.718 -1.821  -0.06
C 0.590 -0.161 -0.689  -0.45
N -0.675 0.554 1.890  -0.05
C -0.098 -1.306 -0.380  -0.04
H -0.336 0.077 2.725  0.07
H 0.564 0.738 1.172  0.09
H 2.063 -0.288 0.861  0.08
H 2.063 1.271 -0.050  0.08
H -1.796 -1.193 1.512  0.08
H -2.051 0.253 0.399  0.08
H -0.205 1.691 -1.448  0.09
H -0.698 0.267 -2.375  0.07
H 0.945 0.901 -2.519  0.08
H -0.821 -1.721 -1.070  0.07
H 0.304 -1.997 0.350  0.07

No. 3
Molecular formula: C5H11N
Method: DFT, ωB97M-V/def2-TZVPD

The value obtained for the HOMO-LUMO gap is 9.021 eV. Its total energy is -251.7349 a.u. Its spin multiplicity is 1. The value obtained for the energy above the lowest of the compared OMol25 structures with the same formula, charge and spin is 80.1 kcal/mol. The value obtained for the HOMO energy is -0.314 Eh.

Last column: Löwdin charge in e.
Geometry (Å):
C -1.125 0.625 1.013  -0.12
C -0.053 0.859 -0.012  -0.47
C 0.154 -0.323 -0.995  -0.20
C 0.391 -1.735 -0.419  -0.17
C 1.312 -1.867 0.613  -0.05
N -0.175 2.293 -0.599  0.02
H -1.199 1.329 1.934  0.10
H -1.045 -0.311 1.601  0.05
H -2.270 0.623 0.604  0.12
H 0.985 1.001 0.467  0.14
H -0.733 -0.321 -1.595  0.09
H 1.095 -0.053 -1.618  0.14
H 0.168 -2.647 -1.044  0.10
H 2.233 -2.665 0.668  0.09
H 1.072 -1.494 1.654  0.06
H -1.142 2.479 -0.783  0.04
H 0.331 2.208 -1.490  0.06

No. 4
Molecular formula: C5H11N
Method: DFT, ωB97M-V/def2-TZVPD

The value obtained for the HOMO-LUMO gap is 10.099 eV. Its total energy is -251.7946 a.u. Its spin multiplicity is 1. The value obtained for the energy above the lowest of the compared OMol25 structures with the same formula, charge and spin is 42.6 kcal/mol. The value obtained for the HOMO energy is -0.329 Eh.

Last column: Löwdin charge in e.
Geometry (Å):
C 1.484 0.148 -0.367  -0.26
C 0.054 0.849 -0.699  -0.17
C -1.001 0.510 0.489  -0.21
C -1.300 -1.837 -0.399  -0.02
C -1.744 -0.742 0.192  -0.21
N 1.648 0.730 0.971  -0.08
H 2.420 0.458 -0.984  0.12
H 1.339 -0.961 -0.436  0.09
H 0.226 1.917 -0.701  0.07
H -0.364 0.550 -1.696  0.10
H -1.702 1.336 0.663  0.10
H -0.374 0.359 1.415  0.10
H -1.969 -2.657 -0.509  0.04
H -0.340 -1.946 -0.939  0.05
H -2.686 -0.871 0.751  0.10
H 2.483 0.368 1.406  0.06
H 1.826 1.788 0.842  0.12